1.
The following is a DFT calculation (wB97M-V/def2-TZVPD) of a molecular structure, C24H14AsCl5ReS.

CARTESIAN COORDINATES (ANGSTROEM)
Re: -0.0232 -0.4713 0.9315
S: -1.3616 1.1185 0.0264
C: -2.8704 1.1798 0.9771
C: -3.6438 2.3318 0.8902
C: -4.8695 2.3749 1.5394
C: -5.3367 1.2898 2.2729
C: -4.5698 0.1406 2.3734
C: -3.3385 0.0992 1.7289
As: -2.1397 -1.3628 1.8022
C: -2.7742 -3.1490 1.8890
C: -2.9289 -3.7450 3.1400
C: -3.4263 -5.0366 3.2030
C: -3.7610 -5.7096 2.0343
C: -3.6031 -5.1028 0.7946
C: -3.1060 -3.8124 0.7112
C: -0.7797 -1.0299 3.1392
C: 0.2475 -1.9971 3.2330
C: 1.4366 -1.6733 3.8809
C: 1.6284 -0.3931 4.3934
C: 0.6482 0.5790 4.2417
C: -0.5519 0.2767 3.5936
H: -3.3026 3.1803 0.3118
H: -5.4735 3.2691 1.4629
H: -6.2986 1.3412 2.7635
H: -4.9268 -0.7106 2.9399
H: -2.6749 -3.2183 4.0521
H: -3.5569 -5.5156 4.1635
H: -4.1501 -6.7173 2.0908
H: -3.8668 -5.6354 -0.1086
H: -2.9787 -3.3402 -0.2545
H: 0.0863 -3.0054 2.8649
H: 2.2092 -2.4230 3.9898
H: 2.5503 -0.1518 4.9056
H: 0.8063 1.5755 4.6324
H: -1.3229 1.0319 3.4888
Cl: 2.5150 -0.0188 0.8564
C: 2.1269 -0.6845 -0.7582
C: 0.7767 -0.9671 -0.8670
C: 0.3210 -1.4793 -2.0793
Cl: -1.3466 -1.8351 -2.2695
C: 1.2235 -1.6930 -3.1215
Cl: 0.6784 -2.3237 -4.6070
C: 2.5885 -1.3837 -2.9549
Cl: 3.6831 -1.6430 -4.2255
C: 3.0693 -0.8596 -1.7414
Cl: 4.7034 -0.4593 -1.4881

As for the electronic energy: -161513.4686 eV. Its spin multiplicity is 4. The value obtained for the LUMO energy (spin up / spin down) is -7.70 / -8.47 eV. Its frontier orbital gap (spin up / spin down) is 6.6 / 6.2 eV. The HOMO energy (spin up / spin down) comes out at -0.525 / -0.541 Ha. Its energy above the lowest of the compared OMol25 structures with the same formula, charge and spin is 0.0 kcal per mole. As for the total charge: +2.


2.
The following is a DFT calculation (wB97M-V/def2-TZVPD) of a molecular structure, C24H14F5NO4PS3Zr.

CARTESIAN COORDINATES (ANGSTROEM)
Zr: -0.1768 0.0615 -2.2497
O: 1.6469 1.1421 -1.9588
S: 2.5619 -0.0277 -1.6227
O: 3.8544 0.0523 -2.1861
O: 1.6899 -1.1792 -2.0202
C: 2.6841 -0.1153 0.1452
C: 3.9406 0.1432 0.6700
C: 4.1594 0.0073 2.0314
C: 3.1243 -0.4134 2.8519
C: 1.8689 -0.6719 2.3182
C: 1.6162 -0.5041 0.9622
P: -0.0710 -0.8830 0.3541
C: -0.2968 -2.6382 0.7091
C: -0.8492 -3.0607 1.9175
C: -0.9508 -4.4156 2.1877
C: -0.5019 -5.3456 1.2588
C: 0.0508 -4.9240 0.0583
C: 0.1550 -3.5710 -0.2234
C: -1.2239 0.0344 1.4071
C: -0.8687 1.1087 2.2122
C: -1.8541 1.8182 2.8847
C: -3.1878 1.4641 2.7506
C: -3.5472 0.3975 1.9353
C: -2.5700 -0.3129 1.2595
H: 4.7437 0.4266 0.0029
H: 5.1406 0.2069 2.4388
H: 3.2903 -0.5496 3.9125
H: 1.0737 -1.0125 2.9696
H: -1.2103 -2.3368 2.6376
H: -1.3830 -4.7457 3.1231
H: -0.5839 -6.4034 1.4705
H: 0.4004 -5.6500 -0.6639
H: 0.5896 -3.2380 -1.1560
H: 0.1667 1.4058 2.3115
H: -1.5748 2.6530 3.5143
H: -3.9512 2.0209 3.2776
H: -4.5873 0.1212 1.8240
H: -2.8486 -1.1424 0.6198
F: 0.7216 5.9997 -2.7928
C: 0.0213 4.8845 -2.7372
C: -0.8127 4.5371 -3.7953
F: -0.9046 5.3440 -4.8385
C: -1.5313 3.3608 -3.7604
F: -2.3174 3.0500 -4.7763
C: -1.4591 2.5015 -2.6576
S: -2.4262 1.0367 -2.5328
C: -0.6103 2.8902 -1.6257
F: -0.4662 2.0340 -0.5796
C: 0.1334 4.0510 -1.6410
F: 0.9467 4.3472 -0.6376
O: -1.0522 -1.8851 -2.8026
S: -0.7284 -1.6839 -4.2946
N: -0.0347 -0.3903 -4.4634

As for the electronic energy: -91453.4985 eV. The value obtained for the LUMO energy is -4.45 eV. Its frontier orbital gap is 7.7 eV. The HOMO energy comes out at -0.446 Ha. Its energy above the lowest of the compared OMol25 structures with the same formula, charge and spin is 7.5 kcal per mole. As for the total charge: +1.


3.
The following is a DFT calculation (wB97M-V/def2-TZVPD) of a molecular structure, C24H15BrN7O2Pd.

CARTESIAN COORDINATES (ANGSTROEM)
Pd: 0.0619 -0.3588 0.4455
C: 4.5481 -0.0773 0.3607
C: 3.2627 -0.5641 0.5754
N: 2.2117 0.2355 0.4658
C: 2.4159 1.5229 0.1371
C: 3.7071 1.9756 -0.0967
N: 4.7653 1.1827 0.0188
C: 1.2080 2.3839 0.0233
C: 1.2289 3.7661 -0.0177
C: 0.0280 4.4770 -0.0973
C: -1.1594 3.7406 -0.1214
C: -1.1133 2.3582 -0.0788
N: 0.0534 1.7196 -0.0152
C: -2.3068 1.4726 -0.0756
C: -3.5838 1.9044 -0.4079
N: -4.6321 1.0908 -0.3906
C: -4.4190 -0.1694 -0.0482
C: -3.1465 -0.6344 0.2675
N: -2.1045 0.1850 0.2523
C: 0.0143 5.9643 -0.1313
C: -1.1766 6.6859 -0.0914
C: -1.1352 8.0717 -0.1240
N: -0.0098 8.7727 -0.1932
C: 1.1274 8.0888 -0.2336
C: 1.1924 6.7038 -0.2051
H: 5.4074 -0.7268 0.4678
H: 3.0740 -1.5969 0.8381
H: 3.8963 2.9964 -0.4042
H: 2.1710 4.2864 0.0406
H: -2.1128 4.2415 -0.1583
H: -3.7690 2.9263 -0.7141
H: -5.2708 -0.8370 -0.0227
H: -2.9596 -1.6664 0.5341
H: -2.1440 6.2100 -0.0289
H: -2.0575 8.6398 -0.0906
H: 2.0398 8.6705 -0.2923
H: 2.1676 6.2419 -0.2495
Br: 0.9193 -6.1461 -4.3781
C: 0.6577 -5.7007 -2.5678
C: 0.5729 -6.7098 -1.6119
N: 0.3883 -6.4685 -0.3201
C: 0.2819 -5.2032 0.0694
C: 0.3571 -4.1351 -0.8163
C: 0.5483 -4.3846 -2.1720
C: 0.2326 -2.7515 -0.3214
O: 0.2877 -1.7767 -1.1417
O: 0.0737 -2.4961 0.9069
H: 0.6594 -7.7470 -1.9143
H: 0.1323 -5.0206 1.1265
H: 0.6066 -3.5718 -2.8824

As for the electronic energy: -113173.4959 eV. Its spin multiplicity is 3. The value obtained for the LUMO energy (spin up / spin down) is -4.37 / -4.98 eV. Its frontier orbital gap (spin up / spin down) is 7.2 / 6.6 eV. The HOMO energy (spin up / spin down) comes out at -0.426 / -0.426 Ha. Its energy above the lowest of the compared OMol25 structures with the same formula, charge and spin is 0.0 kcal per mole. As for the total charge: +1.


4.
The following is a DFT calculation (wB97M-V/def2-TZVPD) of a molecular structure, C24H15F5IrN6OSbSe5Te.

CARTESIAN COORDINATES (ANGSTROEM)
Ir: -0.2637 -0.0566 -1.0523
C: -3.4090 0.8173 3.4077
C: -3.2007 1.7042 2.3605
C: -2.7561 1.2417 1.1311
C: -2.5458 -0.1156 0.9649
C: -2.7624 -1.0197 1.9962
C: -3.1905 -0.5430 3.2256
N: -2.0532 -0.5807 -0.2936
N: -2.7369 -1.4762 -0.8530
C: -2.1683 -1.9042 -2.0493
C: -2.8260 -2.8680 -2.8188
C: -2.2272 -3.2893 -3.9867
C: -0.9942 -2.7468 -4.3676
C: -0.3504 -1.7894 -3.6010
C: -0.9336 -1.3418 -2.4141
H: -3.7452 1.1856 4.3685
H: -3.3790 2.7649 2.4816
H: -2.5985 1.9311 0.3092
H: -2.5901 -2.0746 1.8275
H: -3.3546 -1.2352 4.0416
H: -3.7820 -3.2562 -2.4914
H: -2.7100 -4.0294 -4.6114
H: -0.5346 -3.0801 -5.2908
H: 0.5972 -1.3709 -3.9177
Se: -2.4173 4.9363 0.4726
Sb: -2.1372 4.5408 -1.8880
Se: 0.3769 3.3916 -2.5302
Se: -1.2326 1.6863 -2.5192
Se: -3.8485 5.2231 -3.3973
Se: 4.8077 -0.3846 4.7063
N: 3.8040 0.9386 4.0541
C: 3.0589 0.4273 3.1136
C: 2.0947 1.1938 2.3353
C: 1.8496 2.5552 2.5460
C: 0.9088 3.1857 1.7682
C: 0.2567 2.4611 0.7710
N: 0.4947 1.1794 0.5586
C: 1.3831 0.5415 1.3379
C: 1.5398 -0.8907 1.1053
N: 0.7597 -1.4416 0.1579
C: 0.8476 -2.7417 -0.0910
C: 1.7198 -3.5702 0.6050
C: 2.5276 -3.0232 1.5797
C: 2.4374 -1.6579 1.8422
C: 3.2352 -0.9899 2.8637
N: 4.1177 -1.6044 3.6004
H: 2.4003 3.0781 3.3161
H: 0.6588 4.2304 1.8879
H: -0.4668 2.9438 0.1329
H: 0.2111 -3.1167 -0.8818
H: 1.7598 -4.6221 0.3619
H: 3.2298 -3.6231 2.1424
F: 1.6573 1.4317 -4.1813
Te: 2.7104 1.2547 -2.5957
F: 3.5265 0.0056 -3.7576
F: 4.2146 0.6766 -1.5973
F: 3.7727 2.6185 -3.3057
F: 2.6364 2.3392 -0.9965
O: 1.6195 -0.0403 -1.8838

As for the electronic energy: -393113.0003 eV. Its spin multiplicity is 2. The value obtained for the LUMO energy (spin up / spin down) is 0.62 / 0.62 eV. Its frontier orbital gap (spin up / spin down) is 4.5 / 5.3 eV. The HOMO energy (spin up / spin down) comes out at -0.142 / -0.171 Ha. Its energy above the lowest of the compared OMol25 structures with the same formula, charge and spin is 21.4 kcal per mole. As for the total charge: -1.


5.
The following is a DFT calculation (wB97M-V/def2-TZVPD) of a molecular structure, C24H16Cl5MoN4O2S.

CARTESIAN COORDINATES (ANGSTROEM)
Mo: 0.1496 -0.1607 -0.6529
Cl: -4.0308 4.9399 2.4268
C: -3.2959 3.7745 1.3963
C: -2.3531 2.8880 1.9034
Cl: -1.8920 2.9484 3.5573
C: -1.7699 1.9608 1.0548
Cl: -0.5778 0.8471 1.6645
C: -2.0688 1.8630 -0.3132
O: -1.4850 1.0170 -1.1040
C: -3.0333 2.7714 -0.7950
Cl: -3.4196 2.6861 -2.4683
C: -3.6313 3.7035 0.0405
Cl: -4.7970 4.7941 -0.6015
O: -1.0711 -1.7977 -0.3286
N: -1.7581 -2.2876 -1.3806
C: -2.8604 -3.0046 -1.0995
C: -3.5802 -3.5998 -2.0966
C: -3.1366 -3.4544 -3.4129
C: -2.0103 -2.7145 -3.6713
C: -1.2987 -2.0928 -2.6340
S: 0.0994 -1.1103 -2.8653
H: -3.0971 -3.0523 -0.0472
H: -4.4679 -4.1625 -1.8513
H: -3.6820 -3.9143 -4.2258
H: -1.6457 -2.5716 -4.6784
N: 3.7630 -4.3740 2.4510
C: 3.0323 -3.4368 1.7728
C: 2.5547 -3.6735 0.4811
C: 1.7913 -2.7194 -0.1491
N: 1.4644 -1.5369 0.4014
C: 1.9354 -1.3118 1.6368
C: 2.7000 -2.2082 2.3484
H: 4.1574 -5.1428 1.9395
H: 4.2618 -4.0952 3.2765
H: 2.7770 -4.6005 -0.0313
H: 1.4205 -2.8860 -1.1517
H: 1.7026 -0.3490 2.0730
H: 3.0354 -1.9495 3.3441
C: 2.1326 0.4704 -1.4199
C: 1.9769 1.6081 -0.5338
C: 2.6862 1.7434 0.6820
C: 2.3898 2.7437 1.5715
C: 1.3756 3.6729 1.2873
C: 0.7078 3.5976 0.0756
C: 1.0137 2.5877 -0.8313
C: 1.0570 4.7078 2.2318
N: 0.8054 5.5362 2.9877
H: 2.9976 -0.1576 -1.2219
H: 2.0786 0.7285 -2.4781
H: 3.4843 1.0441 0.8994
H: 2.9409 2.8354 2.4988
H: -0.0449 4.3383 -0.1654
H: 0.5164 2.5567 -1.7934

As for the electronic energy: -110506.0460 eV. Its spin multiplicity is 2. The value obtained for the LUMO energy (spin up / spin down) is 0.00 / 0.02 eV. Its frontier orbital gap (spin up / spin down) is 6.7 / 6.4 eV. The HOMO energy (spin up / spin down) comes out at -0.248 / -0.233 Ha. Its energy above the lowest of the compared OMol25 structures with the same formula, charge and spin is 2.7 kcal per mole.


6.
The following is a DFT calculation (wB97M-V/def2-TZVPD) of a molecular structure, C24H16Cl60N2O7 in a non-equilibrium geometry.

CARTESIAN COORDINATES (ANGSTROEM)
C: 6.4134 0.6242 -0.7956
C: 5.4004 0.0430 -1.8914
O: 5.9910 0.3552 -3.1994
C: 3.9422 0.7069 -1.8736
O: 3.7265 1.5172 -0.6927
C: 2.5496 2.3517 -0.8341
C: 3.1202 3.8708 -0.8391
O: 3.9249 3.9957 -2.0631
N: 3.0353 4.2920 -3.0509
O: 3.2826 3.6231 -4.0141
O: 1.7326 2.1197 0.3334
C: 1.2570 0.7803 0.4031
O: 1.9071 -0.1839 0.8877
C: -0.2387 0.4127 -0.1066
C: -0.1696 -0.0499 -1.6427
C: -0.5069 1.1221 -2.6704
N: 0.3631 1.5177 -3.7956
O: -1.6006 1.7330 -2.5376
H: 7.2369 -0.1708 -0.6626
H: 5.9628 0.7979 0.2333
H: 6.9088 1.5466 -1.2538
H: 5.2813 -1.0755 -1.7213
H: 5.7577 1.3014 -3.3623
H: 3.1806 -0.1632 -1.8606
H: 3.6940 1.3063 -2.8278
H: 1.9729 2.1414 -1.8044
H: 2.2999 4.6539 -0.7630
H: 3.8041 3.9220 0.0853
H: -0.9529 1.2723 0.1015
H: -0.5718 -0.5006 0.5045
H: 0.8967 -0.4160 -1.8785
H: -0.8876 -0.9412 -1.7554
H: 0.5324 2.5309 -3.6323
H: 1.2924 1.0774 -3.7271
C: -4.0320 -0.6368 -3.2460
Cl: -3.3854 -1.4245 -1.7916
Cl: -2.7279 -0.4532 -4.4369
Cl: -5.3343 -1.6313 -3.9306
Cl: -4.6724 0.9623 -2.8182
C: -6.9606 4.0526 -0.6111
Cl: -6.7420 5.7858 -0.2938
Cl: -8.6702 3.7268 -0.9662
Cl: -5.9653 3.5746 -2.0024
Cl: -6.4649 3.1218 0.8186
C: 1.8117 -3.7749 0.0990
Cl: 3.4021 -4.3163 0.6796
Cl: 2.0251 -2.4891 -1.1132
Cl: 0.9390 -5.1389 -0.6508
Cl: 0.8661 -3.1657 1.4734
C: 4.6676 -6.6892 -2.6302
Cl: 3.1597 -6.0855 -1.9102
Cl: 4.6177 -6.4603 -4.3914
Cl: 6.0433 -5.7932 -1.9523
Cl: 4.8499 -8.4181 -2.2625
C: 2.5809 -0.1540 -6.7806
Cl: 1.1181 -1.1545 -6.6422
Cl: 3.6384 -0.8247 -8.0396
Cl: 2.1268 1.5086 -7.2132
Cl: 3.4430 -0.1468 -5.2255
C: 8.7552 -3.4917 -0.2270
Cl: 7.0543 -3.1198 0.1287
Cl: 9.2926 -4.8372 0.8001
Cl: 8.9178 -3.9504 -1.9357
Cl: 9.7556 -2.0610 0.1001
C: 2.2186 -0.9911 4.6933
Cl: 2.7517 -2.2356 3.5425
Cl: 0.8261 -0.1217 4.0183
Cl: 1.7519 -1.7654 6.2217
Cl: 3.5436 0.1543 4.9903
C: 4.9955 -2.8529 8.3951
Cl: 3.9332 -3.9019 9.3577
Cl: 4.7485 -1.1574 8.8714
Cl: 6.6896 -3.3059 8.6786
Cl: 4.6105 -3.0432 6.6732
C: -3.7682 -2.3831 2.3732
Cl: -4.9853 -1.1374 2.0238
Cl: -4.5626 -3.8077 3.0747
Cl: -2.9352 -2.8400 0.8735
Cl: -2.5690 -1.7401 3.5119
C: -7.6005 8.2874 2.6246
Cl: -6.7836 9.0239 1.2282
Cl: -9.0265 7.3855 2.0693
Cl: -6.4821 7.1791 3.4475
Cl: -8.1094 9.5627 3.7534
C: 0.9778 -1.7737 11.8496
Cl: 1.7062 -2.5382 13.2780
Cl: 2.2003 -1.6263 10.5698
Cl: -0.3719 -2.7717 11.2675
Cl: 0.3760 -0.1596 12.2843
C: -2.0045 1.2425 -8.5395
Cl: -3.4672 0.2441 -8.3999
Cl: -0.9478 0.5723 -9.8007
Cl: -2.4608 2.9043 -8.9704
Cl: -1.1421 1.2486 -6.9882
C: -0.6058 -8.8471 -0.4499
Cl: 0.9810 -9.4287 0.0955
Cl: -0.3810 -7.5622 -1.6556
Cl: -1.5116 -10.1899 -1.1779
Cl: -1.5102 -8.2044 0.9369
C: -8.8730 -3.5355 -2.5807
Cl: -10.0867 -2.2951 -2.9584
Cl: -9.6795 -4.9676 -1.9074
Cl: -8.0067 -3.9874 -4.0650
Cl: -7.7192 -2.8928 -1.3931
C: -10.2742 12.3263 5.5724
Cl: -11.0383 12.0444 3.9944
Cl: -9.9291 14.0579 5.7629
Cl: -11.3700 11.7946 6.8648
Cl: -8.7568 11.4061 5.6671

As for the electronic energy: -793794.4489 eV. The value obtained for the LUMO energy is -0.80 eV. Its frontier orbital gap is 9.4 eV. The HOMO energy comes out at -0.375 Ha.